Entry 1:
6 unconnected molecules or ions with the total composition C27H55N2O11S7 at a distorted geometry, computed with wB97M-V/def2-TZVPD.

XYZ file:
```
102
Properties=species:S:1:pos:R:3
C 7.2182 -0.3120 0.7919
C 5.6738 -0.6673 0.8764
C 5.1856 -1.5697 -0.3366
N 4.5118 -0.7321 -1.3767
C 3.4319 -1.1491 -2.0479
C 2.6803 -0.4466 -3.0776
S 1.2413 -1.1034 -3.9186
C 0.3876 0.3541 -4.6379
C -1.1558 0.3789 -4.3885
O -1.8443 0.6570 -5.3189
O -1.7433 0.1431 -3.1654
C -1.1795 0.9577 -2.1085
C -2.2791 1.4010 -1.0710
C -1.6659 2.5889 -0.2164
O -2.6214 0.3507 -0.1612
C -3.5719 -0.5267 -0.6799
O -4.5730 -0.1753 -1.2261
C -3.3537 -2.0716 -0.4913
S -3.0601 -2.9820 -2.0541
C 3.2193 0.9176 -3.3382
C 4.3640 1.2104 -2.4894
C 4.9653 2.6664 -2.6606
O 3.8397 3.5655 -2.5226
C 3.4178 3.6590 -1.1821
C 2.2825 2.7899 -0.5790
O 3.9549 4.4790 -0.4946
N 5.0001 0.4688 -1.5864
H 7.3936 0.7974 0.7848
H 7.7419 -0.6743 1.7164
H 7.6628 -0.7524 -0.1323
H 5.1123 0.2981 0.9374
H 5.5233 -1.1887 1.8655
H 4.4407 -2.2763 0.0998
H 6.1019 -2.0664 -0.7299
H 3.0801 -2.1804 -1.8017
H 0.5516 0.3889 -5.7453
H 0.7828 1.3377 -4.2611
H -0.4856 0.2865 -1.5205
H -0.5783 1.8277 -2.4641
H -3.1768 1.8463 -1.5773
H -0.9692 3.2191 -0.8268
H -1.1099 2.1415 0.6441
H -2.4565 3.2597 0.1990
H -4.3215 -2.4670 -0.0803
H -2.5165 -2.1950 0.2408
H -2.3134 -2.2380 -2.9255
H 2.7693 1.6109 -4.0705
H 5.7777 2.8657 -1.9272
H 5.2729 2.7439 -3.7281
H 2.7349 1.7810 -0.3730
H 1.9033 3.1607 0.3951
H 1.4461 2.5896 -1.3011
C 3.5285 1.2274 3.7068
S 2.2120 0.3453 2.8540
O 2.0100 1.0141 1.5280
C 0.8816 0.8953 3.9370
H 4.4605 1.0551 3.1710
H 3.3089 2.2961 3.7226
H 3.6209 0.8461 4.7237
H 0.8288 1.9849 3.9384
H 1.0599 0.5261 4.9477
H -0.0571 0.4871 3.5632
C -6.3702 -5.2935 2.3916
S -6.9525 -5.0115 0.7085
O -5.9311 -4.1681 0.0194
C -8.3219 -3.9365 1.1604
H -5.4813 -5.9216 2.3466
H -6.1199 -4.3415 2.8627
H -7.1460 -5.8039 2.9634
H -7.9475 -3.0702 1.7091
H -9.0333 -4.4921 1.7717
H -8.8127 -3.6057 0.2470
C -12.6095 -3.9719 -1.4509
S -11.5823 -5.4202 -1.7596
O -10.3846 -5.3124 -0.8791
C -11.0738 -4.9396 -3.4196
H -13.0064 -4.0423 -0.4390
H -12.0104 -3.0650 -1.5446
H -13.4351 -3.9531 -2.1633
H -10.5716 -3.9717 -3.3888
H -11.9495 -4.8892 -4.0680
H -10.3856 -5.6936 -3.7994
C 4.2826 7.4190 -0.4004
S 3.7907 8.2690 1.1099
O 2.5831 9.0788 0.7913
C 5.1974 9.3949 1.1594
H 3.5193 6.6870 -0.6452
H 4.3739 8.1368 -1.2175
H 5.2327 6.9097 -0.2390
H 5.2309 9.9878 0.2444
H 6.1188 8.8217 1.2709
H 5.0775 10.0568 2.0163
C 3.3605 -2.8099 5.4400
S 4.6683 -3.0696 4.2297
O 4.7988 -1.8059 3.4365
C 3.7578 -4.2473 3.2164
H 3.7026 -2.0681 6.1609
H 2.4606 -2.4462 4.9416
H 3.1525 -3.7474 5.9562
H 2.8324 -3.7927 2.8590
H 3.5368 -5.1383 3.8047
H 4.3805 -4.5221 2.3653
```

Calculated values
Frontier orbital gap   5.432 eV
Net charge   +1
Relative energy (zero: lowest compared OMol25 entry of this formula, charge and spin)   200.3 kJ/mol

Atom charges from the Mulliken analysis, given in e for atoms 1 to 6: atom 1 (C): -1.1682, atom 2 (C): 0.7791, atom 3 (C): -0.5213, atom 4 (N): 0.7890, atom 5 (C): -0.0068, atom 6 (C): 0.0672

***

Entry 2:
A gas-phase ion, C23H21N2 (charge +1) at a distorted geometry, computed with wB97M-V/def2-TZVPD.

XYZ file:
```
46
Properties=species:S:1:pos:R:3
C 0.5774 0.9352 2.4330
C 0.2397 -0.4782 2.2062
N 0.4487 -1.4486 3.1242
C -0.2012 -2.6408 2.7536
C -0.3773 -3.7939 3.5057
C -1.3100 -4.7438 3.0506
C -2.0529 -4.4746 1.8762
C -1.8586 -3.2899 1.1396
C -0.9226 -2.3606 1.5782
C -0.5799 -0.9671 1.0971
C -0.1106 -0.7426 -0.6626
C -1.0725 -1.5159 -1.6123
N 0.3174 0.4992 -1.2532
C 1.6151 1.0622 -1.2906
C 2.8305 0.3916 -1.3489
C 3.9505 1.1746 -1.7053
C 3.8527 2.5539 -1.9796
C 2.6118 3.1998 -1.9614
C 1.4989 2.4249 -1.6571
C 0.1078 2.7293 -1.7667
C -0.5618 3.9237 -2.0137
C -1.9572 3.8772 -2.0107
C -2.6471 2.6709 -1.7802
C -1.9700 1.4680 -1.5274
C -0.5935 1.5260 -1.5268
H 0.1210 1.5543 1.6492
H 0.2271 1.2731 3.4287
H 1.6598 1.1127 2.3438
H 0.9459 -1.3039 4.0110
H 0.1555 -3.9430 4.4452
H -1.5253 -5.6421 3.6424
H -2.7797 -5.2370 1.5427
H -2.4092 -3.1469 0.2049
H -1.3681 -0.2902 0.6989
H 0.7870 -1.2997 -0.3438
H -0.6856 -2.5568 -1.6380
H -2.0931 -1.5324 -1.1627
H -1.1783 -1.1252 -2.6625
H 2.8232 -0.6829 -1.1504
H 4.9064 0.6785 -1.7704
H 4.7575 3.1190 -2.2160
H 2.4659 4.2550 -2.1754
H 0.0642 4.8049 -2.1678
H -2.5085 4.8057 -2.1825
H -3.7287 2.6568 -1.7941
H -2.4724 0.5197 -1.3717
```

Calculated values
Frontier orbital gap   6.643 eV
Net charge   +1
Relative energy (zero: lowest compared OMol25 entry of this formula, charge and spin)   50.3 kJ/mol
Structure (SMILES)   CC1=[NH+]c2ccccc2[C@@H]1[C@@H](C)n1c2ccccc2c2ccccc21

Atom charges from the Mulliken analysis, given in e for atoms 1 to 6: atom 1 (C): -1.2969, atom 2 (C): 0.1689, atom 3 (N): 0.1170, atom 4 (C): -0.2201, atom 5 (C): -0.8065, atom 6 (C): -0.5081

***

Number 1: HOMO level -9.98 eV. Number 2: HOMO level -10.86 eV.